Record 1
{"formula": "C3H9N2O", "method": "ωB97M-V/def2-TZVPD", "smiles": "N/C=[NH+]/CCO", "multiplicity": 1, "homo_energy_ha": -0.5221, "homo_lumo_gap_ev": 10.390, "charge": 1, "lumo_energy_ha": -0.14031, "species": ["C", "C", "C", "N", "N", "O", "H", "H", "H", "H", "H", "H", "H", "H", "H"], "coordinates": [[0.07091, -0.71482, -1.51572], [-0.77021, 0.89944, 0.08956], [0.65371, 1.04636, 1.18987], [0.48413, -1.93543, -1.81409], [-0.65276, -0.36624, -0.49107], [0.44193, 0.08457, 2.17352], [0.51078, -0.10780, -2.23297], [-1.83592, 1.06250, 0.63271], [-0.61521, 1.70325, -0.58911], [0.71127, 2.10970, 1.50314], [1.58027, 0.69257, 0.65950], [0.78693, -2.14496, -2.75861], [0.38572, -2.67553, -1.11849], [-1.17156, -1.08148, 0.03364], [1.12741, -0.13541, 2.76094]], "forces_ev_per_angstrom": [[0.29, -1.61, 0.28], [1.03, 2.24, 4.08], [-1.44, -0.73, -1.57], [-0.81, -0.73, 1.17], [-0.82, -2.02, -0.48], [-2.73, 0.19, -0.73], [0.01, 2.51, -0.75], [2.84, -0.61, -1.10], [-0.02, 0.48, -0.86], [-0.04, -0.72, 0.07], [-0.90, 0.97, -0.37], [0.14, -0.05, 0.41], [-0.06, -0.04, -0.69], [0.76, 0.01, -0.36], [1.74, 0.10, 0.89]], "nbo_charge": [0.39, -0.26, -0.02, -0.71, -0.51, -0.75, 0.22, 0.26, 0.22, 0.19, 0.16, 0.44, 0.42, 0.44, 0.50]}



Record 2
{"formula": "C3H9N2O", "method": "ωB97M-V/def2-TZVPD", "multiplicity": 1, "homo_energy_ha": -0.5441, "homo_lumo_gap_ev": 8.663, "charge": 1, "lumo_energy_ha": -0.22577, "species": ["C", "C", "C", "N", "N", "O", "H", "H", "H", "H", "H", "H", "H", "H", "H"], "coordinates": [[-1.07967, 0.97737, -0.27564], [-1.34338, -1.55005, 0.19618], [-0.48932, -0.38151, -0.23680], [0.75034, -0.62287, -0.16970], [2.06282, 0.99394, 0.13357], [1.55497, -1.47877, -0.25595], [-2.12558, 0.92014, -0.56365], [-0.55635, 1.62523, -0.97423], [-1.04262, 1.43029, 0.71631], [-1.35580, -1.57762, 1.28935], [-2.36121, -1.40633, -0.15325], [-0.96100, -2.50276, -0.15826], [2.82495, 0.48298, 0.56319], [2.33297, 1.29420, -0.80045], [1.78888, 1.79575, 0.68932]], "forces_ev_per_angstrom": [[0.18, 0.49, -0.17], [-0.09, -0.38, -0.10], [-0.38, 0.58, 0.96], [1.09, -1.20, -0.26], [-0.74, 0.23, -0.58], [-0.30, 0.24, 0.09], [0.03, -0.08, -0.07], [-0.01, 0.04, -0.03], [0.00, -0.03, 0.07], [0.00, 0.07, -0.05], [0.01, 0.04, -0.10], [0.06, -0.02, -0.09], [-0.01, -0.07, 0.11], [0.06, 0.04, 0.14], [0.10, 0.05, 0.06]], "nbo_charge": [-0.66, -0.63, 0.23, 0.34, -0.90, -0.17, 0.27, 0.25, 0.26, 0.26, 0.26, 0.26, 0.41, 0.41, 0.41]}



For the records above, the corresponding calculated total energy values read -8276.7185, -8274.3001 eV.
For the records above, the corresponding relative energy (zero: lowest compared OMol25 entry of this formula, charge and spin) values read 54.3, 110.1 kcal per mole.